{
  "formula": "C40H44Ge2N5Sr",
  "method": "wB97M-V/def2-TZVPD",
  "elements": ["Sr", "C", "N", "C", "C", "C", "C", "C", "N", "C", "C", "C", "C", "C", "C", "H", "H", "H", "H", "H", "H", "H", "H", "H", "H", "H", "C", "C", "C", "C", "C", "C", "C", "C", "N", "H", "H", "H", "H", "H", "H", "C", "Ge", "C", "C", "Ge", "C", "C", "C", "C", "C", "C", "C", "C", "C", "C", "C", "C", "H", "H", "H", "H", "H", "H", "H", "H", "H", "H", "H", "H", "H", "H", "H", "H", "H", "H", "H", "C", "C", "C", "C", "N", "N", "C", "H", "H", "H", "H", "H", "H", "H", "H"],
  "xyz": [[1.032, -0.397, -1.202], [0.015, -2.211, -4.276], [0.934, -1.537, -3.364], [2.149, -1.381, -3.811], [3.276, -0.834, -3.142], [4.555, -0.743, -3.706], [5.392, -0.239, -2.722], [4.587, -0.044, -1.597], [3.312, -0.386, -1.814], [0.128, -3.719, -4.265], [0.526, -4.419, -3.130], [0.516, -5.806, -3.105], [0.114, -6.519, -4.226], [-0.250, -5.833, -5.375], [-0.237, -4.445, -5.394], [0.129, -1.846, -5.303], [-1.002, -1.949, -3.963], [2.375, -1.704, -4.834], [4.824, -1.027, -4.713], [6.448, -0.035, -2.794], [4.886, 0.344, -0.633], [0.888, -3.874, -2.265], [0.833, -6.332, -2.213], [0.102, -7.600, -4.209], [-0.542, -6.377, -6.264], [-0.525, -3.918, -6.297], [-2.250, 0.319, 1.168], [-2.624, 1.350, 2.041], [-2.512, 1.199, 3.443], [-2.885, 2.217, 4.290], [-3.380, 3.413, 3.764], [-3.511, 3.586, 2.381], [-3.138, 2.569, 1.537], [-3.736, 4.485, 4.651], [-4.017, 5.344, 5.364], [-2.360, 0.441, 0.098], [-1.900, -0.637, 1.530], [-2.099, 0.285, 3.849], [-2.783, 2.096, 5.360], [-3.886, 4.518, 1.984], [-3.219, 2.707, 0.467], [3.723, 3.181, 3.468], [3.485, 2.072, 1.865], [4.531, 0.429, 2.195], [4.338, 3.070, 0.395], [1.209, 1.443, 1.340], [0.319, 3.230, 1.214], [-0.294, 3.562, 0.005], [-0.864, 4.807, -0.234], [-0.857, 5.769, 0.764], [-0.266, 5.468, 1.984], [0.322, 4.228, 2.192], [0.725, 0.655, 3.119], [0.653, 1.350, 4.329], [0.317, 0.725, 5.521], [0.046, -0.637, 5.550], [0.130, -1.360, 4.369], [0.465, -0.715, 3.185], [4.790, 3.312, 3.660], [3.279, 2.711, 4.346], [3.282, 4.170, 3.337], [5.566, 0.539, 1.866], [4.108, -0.445, 1.698], [4.539, 0.223, 3.267], [5.408, 2.858, 0.337], [4.216, 4.140, 0.572], [3.896, 2.842, -0.576], [-0.335, 2.829, -0.800], [-1.318, 5.018, -1.195], [-1.298, 6.743, 0.593], [-0.249, 6.207, 2.776], [0.812, 4.058, 3.143], [0.851, 2.415, 4.358], [0.265, 1.306, 6.435], [-0.216, -1.126, 6.479], [-0.070, -2.425, 4.364], [0.507, -1.318, 2.280], [-3.279, -4.907, -3.671], [-3.399, -3.681, -2.834], [-4.429, -2.784, -2.663], [-3.949, -1.830, -1.741], [-2.709, -2.115, -1.364], [-2.397, -3.238, -2.051], [-4.686, -0.641, -1.221], [-4.271, -5.255, -3.955], [-2.779, -5.715, -3.135], [-2.710, -4.719, -4.583], [-5.401, -2.818, -3.125], [-1.519, -3.703, -1.897], [-5.761, -0.806, -1.281], [-4.462, 0.255, -1.805], [-4.433, -0.439, -0.181]],
  "atomic_forces_ev_per_a": [[-0.73, 0.39, 1.01], [-0.12, 0.16, 0.12], [0.21, -0.27, -0.43], [0.17, 0.01, -0.20], [-0.09, -0.07, 0.13], [0.10, 0.00, -0.10], [0.02, -0.01, -0.04], [-0.06, 0.14, 0.26], [0.34, -0.31, -0.67], [-0.02, -0.07, -0.03], [0.10, 0.04, 0.01], [-0.03, -0.06, -0.05], [0.03, -0.02, 0.04], [0.05, 0.04, -0.07], [-0.01, -0.01, 0.02], [0.07, -0.02, 0.01], [0.00, -0.03, -0.09], [-0.01, 0.00, 0.00], [-0.03, 0.00, 0.00], [0.00, 0.00, -0.01], [0.00, 0.00, -0.01], [-0.03, 0.02, 0.02], [0.00, 0.01, 0.00], [0.01, 0.00, 0.00], [0.00, -0.01, 0.01], [-0.01, 0.01, 0.00], [0.01, 0.09, -0.02], [0.02, -0.26, -0.17], [-0.04, 0.13, 0.13], [0.07, -0.20, -0.11], [-0.07, 0.24, 0.16], [0.11, -0.14, -0.11], [-0.04, 0.18, 0.05], [0.00, -0.02, -0.01], [0.01, -0.02, -0.03], [0.02, 0.02, 0.02], [0.01, 0.03, 0.06], [-0.03, -0.02, -0.02], [0.00, 0.05, 0.01], [0.00, 0.03, 0.03], [0.01, -0.03, -0.02], [0.09, 0.07, 0.11], [0.21, -0.02, -0.07], [0.03, -0.08, 0.07], [0.01, 0.10, -0.08], [-0.31, 0.09, 0.23], [-0.04, 0.05, -0.13], [-0.04, -0.01, -0.14], [-0.01, -0.01, 0.04], [-0.03, -0.01, -0.01], [-0.02, 0.04, 0.00], [0.08, -0.06, 0.14], [-0.02, -0.12, 0.00], [0.03, 0.15, -0.02], [-0.02, -0.04, 0.06], [0.03, 0.02, -0.01], [0.00, 0.00, 0.00], [-0.01, -0.13, -0.02], [0.00, 0.01, 0.00], [-0.01, -0.01, 0.00], [-0.02, -0.01, -0.02], [0.01, 0.03, 0.02], [-0.01, 0.03, -0.04], [0.00, -0.02, -0.01], [0.01, 0.00, 0.03], [-0.01, 0.00, -0.02], [0.00, -0.04, 0.01], [0.03, -0.04, 0.05], [0.01, 0.02, 0.01], [-0.01, -0.01, 0.01], [0.00, 0.01, -0.01], [-0.03, -0.04, -0.02], [0.00, -0.02, -0.04], [0.00, 0.00, 0.00], [0.00, 0.00, 0.00], [0.00, 0.00, 0.02], [0.02, 0.06, -0.03], [-0.08, -0.07, -0.04], [-0.09, 0.00, -0.04], [0.09, -0.06, -0.01], [0.00, 0.01, 0.00], [0.19, 0.05, -0.07], [-0.04, -0.02, 0.08], [-0.07, 0.08, 0.04], [0.00, 0.00, 0.00], [0.02, 0.03, 0.01], [-0.05, 0.02, 0.07], [0.00, 0.00, 0.00], [0.02, 0.02, -0.02], [0.01, -0.02, -0.02], [0.02, 0.00, 0.00], [0.02, -0.03, -0.02]],
  "total_charge": 0,
  "e_tot_ev": -163511.1051,
  "s_squared": 0.80,
  "de_lowest_ev": 1.413,
  "orbital_gap_ev": [6.28, 6.07],
  "spin_multiplicity": 2
}